No. 1
ORCA calculation (ωB97M-V with the def2-TZVPD basis set) on a 6-piece molecular cluster, C45H58BrN6O12S overall in a non-equilibrium geometry.

Cartesian coordinates (Å):
C1 4.78 -0.73 0.99
C2 4.10 0.51 1.66
C3 2.79 0.99 0.95
C4 1.74 -0.13 0.66
C5 0.79 -0.48 1.86
C6 1.52 -0.68 3.24
C7 2.40 -1.97 3.39
S1 2.25 -3.17 2.01
C8 0.58 -3.95 2.00
C9 0.28 -4.23 0.48
C10 -1.08 -4.96 0.32
Br1 -1.30 -5.74 -1.47
O1 3.23 -4.45 2.46
C11 4.63 -4.09 2.31
C12 5.16 -4.57 0.91
N1 4.41 -3.92 -0.19
C13 5.36 -3.67 -1.30
C14 4.63 -3.34 -2.64
C15 3.76 -2.05 -2.58
O2 5.64 -3.15 -3.64
H1 5.38 -0.47 0.09
H2 5.53 -1.12 1.74
H3 4.11 -1.57 0.76
H4 4.00 0.30 2.74
H5 4.83 1.35 1.58
H6 3.06 1.44 -0.03
H7 2.27 1.82 1.50
H8 2.19 -1.05 0.22
H9 1.07 0.27 -0.15
H10 0.14 -1.32 1.55
H11 0.12 0.40 1.99
H12 0.72 -0.75 4.01
H13 2.07 0.25 3.49
H14 2.14 -2.47 4.35
H15 3.47 -1.68 3.49
H16 0.61 -4.92 2.54
H17 -0.19 -3.28 2.45
H18 0.29 -3.29 -0.12
H19 1.12 -4.84 0.05
H20 -1.11 -5.78 1.07
H21 -1.89 -4.22 0.50
H22 4.85 -3.02 2.46
H23 5.19 -4.69 3.07
H24 5.17 -5.68 0.85
H25 6.23 -4.22 0.89
H26 3.70 -4.58 -0.52
H27 6.00 -4.57 -1.50
H28 6.05 -2.83 -1.05
H29 3.99 -4.21 -2.91
H30 4.31 -1.18 -2.17
H31 3.41 -1.80 -3.61
H32 2.83 -2.24 -1.99
H33 6.16 -2.42 -3.31
C16 9.40 -2.90 6.90
C17 8.11 -2.43 7.13
C18 7.31 -2.04 6.06
C19 7.81 -2.15 4.77
C20 9.09 -2.61 4.53
C21 9.89 -2.99 5.60
N2 6.96 -1.77 3.64
O3 5.84 -1.34 3.89
O4 7.42 -1.90 2.52
H34 10.02 -3.21 7.73
H35 7.73 -2.36 8.14
H36 6.31 -1.67 6.25
H37 9.48 -2.69 3.52
H38 10.89 -3.36 5.42
C22 -5.81 -4.14 -0.22
C23 -4.90 -4.93 0.47
C24 -5.14 -5.29 1.78
C25 -6.30 -4.86 2.40
C26 -7.22 -4.06 1.73
C27 -6.97 -3.70 0.41
N3 -6.57 -5.26 3.78
O5 -5.74 -5.94 4.35
O6 -7.61 -4.89 4.29
H39 -5.62 -3.86 -1.25
H40 -3.99 -5.27 -0.03
H41 -4.42 -5.91 2.31
H42 -8.12 -3.72 2.21
H43 -7.67 -3.08 -0.12
C28 -2.47 2.67 1.02
C29 -3.53 2.24 1.81
C30 -4.25 1.11 1.45
C31 -3.90 0.41 0.31
C32 -2.85 0.83 -0.50
C33 -2.13 1.97 -0.13
N4 -4.64 -0.80 -0.06
O7 -5.56 -1.13 0.65
O8 -4.28 -1.40 -1.05
H44 -1.91 3.55 1.30
H45 -3.80 2.79 2.70
H46 -5.08 0.78 2.08
H47 -2.57 0.29 -1.39
H48 -1.31 2.31 -0.75
C34 -3.64 4.67 -6.03
C35 -3.48 5.87 -5.33
C36 -3.65 5.90 -3.96
C37 -3.96 4.73 -3.28
C38 -4.12 3.53 -3.97
C39 -3.96 3.50 -5.34
N5 -4.11 4.75 -1.83
O9 -3.98 5.81 -1.26
O10 -4.35 3.70 -1.27
H49 -3.51 4.65 -7.10
H50 -3.23 6.77 -5.87
H51 -3.53 6.83 -3.43
H52 -4.37 2.61 -3.44
H53 -4.08 2.58 -5.89
C40 -6.43 10.88 -4.27
C41 -5.11 11.10 -4.66
C42 -4.66 10.61 -5.88
C43 -5.53 9.90 -6.69
C44 -6.84 9.67 -6.31
C45 -7.29 10.17 -5.09
N6 -5.06 9.39 -7.98
O11 -3.90 9.59 -8.28
O12 -5.85 8.81 -8.69
H54 -6.79 11.28 -3.33
H55 -4.45 11.66 -4.02
H56 -3.63 10.78 -6.17
H57 -7.52 9.11 -6.94
H58 -8.32 10.00 -4.79

## Properties
- 2S+1: 1
- Max |F|: 0.049 hartree/bohr
- Charge: +1
- Kohn-Sham gap: 7.990 eV



No. 2
ORCA calculation (ωB97M-V with the def2-TZVPD basis set) on C45H58BrN8OPPmSSi as an isolated structure in a non-equilibrium geometry.

Cartesian coordinates (Å):
Pm1 -0.92 0.06 -0.14
C1 -2.27 -0.46 5.92
C2 -2.16 0.76 5.09
N1 -2.44 1.96 5.48
N2 -2.17 2.77 4.43
C3 -1.70 2.08 3.36
S1 -1.18 2.65 1.91
N3 -1.72 0.77 3.78
N4 -1.32 -0.29 2.96
H1 -2.59 -0.17 6.91
H2 -1.31 -0.97 5.99
H3 -3.00 -1.16 5.50
H4 -2.26 3.77 4.53
H5 -0.36 -0.57 3.18
H6 -1.92 -1.10 3.14
C4 1.42 0.74 -0.04
Si1 1.81 1.44 -1.73
C5 1.35 0.00 -2.95
N5 -0.04 -0.51 -2.81
C6 -0.14 -1.83 -3.47
C7 0.02 -1.78 -4.99
C8 -1.00 -0.82 -5.61
C9 -1.88 -0.19 -4.53
C10 -1.00 0.43 -3.44
C11 0.75 2.98 -2.07
C12 0.23 3.72 -1.01
C13 -0.47 4.89 -1.23
C14 -0.69 5.33 -2.53
C15 -0.18 4.61 -3.59
C16 0.54 3.46 -3.36
C17 3.64 1.88 -1.98
C18 4.59 0.88 -1.88
C19 5.94 1.16 -1.90
C20 6.37 2.47 -2.02
C21 5.44 3.49 -2.10
C22 4.08 3.20 -2.08
H7 1.70 1.47 0.74
H8 2.11 -0.10 0.09
H9 2.03 -0.82 -2.72
H10 1.55 0.28 -3.99
H11 -1.11 -2.27 -3.24
H12 0.65 -2.48 -3.07
H13 -0.09 -2.79 -5.38
H14 1.04 -1.46 -5.23
H15 -1.62 -1.34 -6.34
H16 -0.48 -0.02 -6.14
H17 -2.56 -0.93 -4.10
H18 -2.48 0.60 -4.99
H19 -1.65 0.86 -2.66
H20 -0.45 1.26 -3.89
H21 0.42 3.39 0.00
H22 -0.84 5.46 -0.39
H23 -1.24 6.25 -2.70
H24 -0.34 4.96 -4.61
H25 0.98 2.93 -4.20
H26 4.26 -0.15 -1.77
H27 6.67 0.36 -1.81
H28 7.43 2.70 -2.03
H29 5.77 4.52 -2.17
H30 3.36 4.00 -2.14
N6 -0.35 -3.00 -0.33
C23 0.57 -4.03 0.04
C24 0.62 -5.27 -0.59
C25 1.54 -6.22 -0.17
C26 2.40 -5.94 0.88
C27 2.35 -4.71 1.51
C28 1.44 -3.75 1.09
P1 1.24 -2.09 1.85
C29 2.98 -1.53 1.86
C30 3.35 -0.49 2.71
C31 4.62 0.05 2.65
C32 5.53 -0.43 1.72
C33 5.16 -1.45 0.85
C34 3.90 -1.99 0.92
C35 1.03 -2.71 3.57
C36 -0.26 -3.15 3.88
C37 -0.56 -3.60 5.15
C38 0.42 -3.61 6.13
C39 1.71 -3.20 5.82
C40 2.01 -2.75 4.55
H31 -1.27 -3.41 -0.52
H32 -0.03 -2.59 -1.21
H33 -0.06 -5.48 -1.40
H34 1.57 -7.18 -0.66
H35 3.11 -6.69 1.20
H36 3.01 -4.49 2.34
H37 2.63 -0.10 3.42
H38 4.90 0.84 3.32
H39 6.51 0.00 1.66
H40 5.87 -1.81 0.12
H41 3.61 -2.77 0.22
H42 -1.01 -3.16 3.10
H43 -1.56 -3.94 5.38
H44 0.19 -3.94 7.13
H45 2.49 -3.23 6.57
H46 3.02 -2.44 4.32
Br1 -3.10 -1.49 -0.83
C41 -5.90 2.58 -2.14
N7 -4.55 2.53 -1.63
C42 -3.58 3.15 -2.52
C43 -4.09 1.85 -0.55
O1 -2.85 1.64 -0.47
N8 -4.91 1.43 0.44
C44 -4.37 0.60 1.50
C45 -6.32 1.66 0.67
H47 -5.85 2.74 -3.22
H48 -6.47 3.41 -1.72
H49 -6.42 1.64 -1.97
H50 -3.90 4.17 -2.75
H51 -3.51 2.59 -3.46
H52 -2.60 3.19 -2.06
H53 -3.29 0.52 1.40
H54 -4.81 -0.40 1.44
H55 -4.61 1.03 2.47
H56 -6.76 2.39 0.01
H57 -6.45 2.02 1.70
H58 -6.87 0.71 0.59

## Properties
- 2S+1: 5
- Max |F|: 0.023 hartree/bohr
- Charge: +1
- Kohn-Sham gap (spin up / spin down): 8.158 / 8.166 eV



No. 3
ORCA calculation (ωB97M-V with the def2-TZVPD basis set) on a 12-piece molecular cluster, C45H58N11O overall in a non-equilibrium geometry.

Cartesian coordinates (Å):
C1 0.08 0.27 0.00
O1 0.06 0.62 -1.37
H1 0.91 -0.48 0.23
H2 -0.81 -0.24 0.26
H3 0.25 1.10 0.50
N1 -4.29 0.53 1.36
C2 -5.20 -0.18 2.17
C3 -4.87 0.23 3.49
C4 -3.69 1.15 3.38
C5 -3.40 1.19 2.05
H4 -4.20 0.30 0.23
H5 -5.90 -0.76 1.70
H6 -5.26 -0.43 4.32
H7 -3.01 1.75 4.08
H8 -2.50 1.69 1.48
N2 -0.15 -2.10 -1.94
C6 -1.21 -2.66 -2.75
C7 -0.88 -3.98 -3.01
C8 0.33 -4.27 -1.96
C9 0.77 -3.04 -1.56
H9 0.10 -1.16 -1.58
H10 -2.05 -2.14 -3.21
H11 -1.61 -4.57 -3.66
H12 0.90 -5.24 -2.10
H13 1.66 -2.86 -0.82
N3 2.62 4.06 1.13
C10 2.84 2.74 0.89
C11 4.11 2.52 1.43
C12 4.59 3.80 2.09
C13 3.51 4.74 1.93
H14 1.75 4.45 0.88
H15 2.31 2.13 0.49
H16 4.92 1.77 1.30
H17 5.50 3.96 2.56
H18 3.42 5.75 2.44
N4 -2.16 -3.77 0.12
C14 -2.27 -5.13 0.32
C15 -3.06 -5.25 1.39
C16 -3.52 -3.85 1.84
C17 -2.84 -2.98 1.06
H19 -1.48 -3.44 -0.67
H20 -1.89 -5.80 -0.43
H21 -3.45 -6.35 1.81
H22 -4.16 -3.44 2.65
H23 -3.10 -2.00 0.83
N5 -2.85 0.57 -1.30
C18 -3.40 1.81 -1.30
C19 -4.71 1.77 -1.86
C20 -4.93 0.24 -1.94
C21 -3.79 -0.38 -1.59
H24 -1.92 0.34 -1.14
H25 -2.71 2.64 -0.95
H26 -5.33 2.48 -1.95
H27 -5.68 -0.37 -2.38
H28 -3.48 -1.44 -1.57
N6 4.43 -1.41 -0.73
C22 5.19 -2.51 -0.74
C23 5.57 -2.89 0.56
C24 4.87 -1.89 1.42
C25 4.24 -1.00 0.61
H29 4.08 -0.92 -1.50
H30 5.19 -2.96 -1.72
H31 6.05 -3.73 0.73
H32 4.83 -1.71 2.48
H33 3.56 -0.19 0.82
N7 2.32 0.12 -2.63
C26 3.26 1.17 -2.53
C27 4.19 0.70 -3.43
C28 3.83 -0.67 -3.91
C29 2.67 -0.92 -3.36
H34 1.37 0.05 -1.89
H35 3.16 2.07 -1.99
H36 4.91 1.37 -3.88
H37 4.53 -0.99 -4.65
H38 1.85 -1.67 -3.41
N8 -0.07 1.29 5.03
C30 0.51 1.68 3.90
C31 0.65 3.06 3.99
C32 0.10 3.47 5.35
C33 -0.34 2.37 5.90
H39 -0.50 0.29 5.31
H40 0.75 0.86 3.21
H41 1.15 3.48 3.17
H42 0.22 4.46 5.51
H43 -0.79 2.14 6.63
N9 -0.18 -3.97 2.15
C34 0.00 -4.82 3.15
C35 1.22 -4.43 3.71
C36 1.77 -3.19 3.04
C37 0.82 -3.07 2.10
H44 -0.87 -3.96 1.64
H45 -0.75 -5.56 3.35
H46 1.55 -4.95 4.45
H47 2.75 -2.53 3.17
H48 0.91 -2.29 1.23
N10 -1.02 1.09 -3.98
C38 -2.16 1.70 -4.41
C39 -2.17 1.74 -5.79
C40 -0.89 1.10 -6.26
C41 -0.33 0.61 -5.14
H49 -0.65 0.75 -3.08
H50 -2.94 1.95 -3.63
H51 -2.95 2.19 -6.33
H52 -0.44 0.91 -7.43
H53 0.40 -0.06 -5.10
N11 -0.21 3.54 -0.89
C42 -0.53 3.85 0.41
C43 -0.30 5.16 0.60
C44 0.18 5.63 -0.68
C45 0.40 4.62 -1.56
H54 0.00 2.55 -1.01
H55 -0.93 2.99 0.88
H56 -0.37 5.83 1.42
H57 0.38 6.57 -1.06
H58 0.67 4.60 -2.55

## Properties
- 2S+1: 1
- Max |F|: 0.284 hartree/bohr
- Charge: -1
- Kohn-Sham gap: 8.455 eV



No. 4
ORCA calculation (ωB97M-V with the def2-TZVPD basis set) on C45H58N6SSi2W as an isolated structure.

Cartesian coordinates (Å):
W1 0.13 -0.02 0.04
C1 -0.32 -2.52 2.68
N1 -0.37 -1.22 3.35
C2 -0.98 -1.34 4.67
C3 0.95 -0.64 3.43
C4 1.89 -1.25 4.26
C5 3.18 -0.79 4.39
C6 3.56 0.32 3.65
C7 2.65 0.93 2.81
C8 1.32 0.49 2.68
N2 0.45 1.11 1.71
C9 0.36 2.53 1.72
C10 1.13 3.34 2.57
C11 1.26 4.71 2.37
C12 0.61 5.32 1.32
C13 -0.31 4.57 0.60
C14 -0.52 3.22 0.84
N3 -1.77 2.63 0.40
C15 -2.83 3.39 1.09
C16 -2.06 2.63 -1.03
H1 0.38 -3.22 3.17
H2 -1.31 -2.97 2.67
H3 -0.01 -2.35 1.65
H4 -0.46 -2.05 5.33
H5 -1.00 -0.37 5.16
H6 -2.01 -1.69 4.56
H7 1.59 -2.14 4.81
H8 3.88 -1.29 5.04
H9 4.57 0.70 3.70
H10 2.97 1.76 2.20
H11 1.65 2.90 3.40
H12 1.89 5.28 3.04
H13 0.74 6.38 1.11
H14 -0.94 5.06 -0.13
H15 -2.93 4.41 0.68
H16 -3.78 2.89 0.96
H17 -2.61 3.47 2.15
H18 -1.69 3.53 -1.54
H19 -1.64 1.75 -1.50
H20 -3.14 2.59 -1.16
C17 -3.64 -2.04 1.94
Si1 -3.08 -0.35 1.28
C18 -4.60 0.43 0.45
C19 -2.69 0.70 2.78
N4 -1.81 -0.63 0.05
C20 -2.23 -1.46 -1.00
C21 -3.51 -1.98 -1.20
C22 -3.80 -2.82 -2.26
C23 -2.80 -3.15 -3.17
C24 -1.52 -2.64 -2.99
C25 -1.22 -1.80 -1.92
N5 0.03 -1.21 -1.64
Si2 1.25 -1.52 -2.91
C26 2.97 -0.79 -2.86
C27 1.61 -3.37 -2.93
C28 0.58 -0.83 -4.52
H21 -3.32 -2.19 2.97
H22 -3.26 -2.87 1.34
H23 -4.73 -2.10 1.94
H24 -5.00 1.23 1.08
H25 -5.40 -0.29 0.30
H26 -4.36 0.85 -0.53
H27 -2.84 0.10 3.68
H28 -3.40 1.53 2.83
H29 -1.69 1.10 2.80
H30 -4.31 -1.76 -0.51
H31 -4.80 -3.20 -2.39
H32 -3.01 -3.80 -4.01
H33 -0.77 -2.92 -3.71
H34 3.61 -1.19 -2.07
H35 3.02 0.29 -2.86
H36 3.40 -1.14 -3.81
H37 2.45 -3.56 -2.25
H38 1.93 -3.67 -3.93
H39 0.78 -4.00 -2.62
H40 0.84 0.23 -4.56
H41 -0.49 -0.92 -4.65
H42 1.07 -1.31 -5.37
C29 2.71 -5.97 2.62
C30 2.59 -5.52 1.16
C31 1.12 -5.61 0.74
C32 3.40 -6.46 0.26
C33 3.13 -4.10 1.03
C34 4.49 -3.85 1.31
C35 5.05 -2.60 1.16
C36 4.23 -1.55 0.75
S1 4.65 0.09 0.37
C37 3.00 0.41 -0.03
N6 2.19 -0.62 0.13
C38 2.87 -1.76 0.53
C39 2.33 -3.04 0.64
C40 2.49 1.58 -0.69
C41 3.30 2.65 -1.07
C42 2.85 3.51 -2.06
C43 1.63 3.24 -2.69
C44 0.81 2.21 -2.25
C45 1.17 1.39 -1.17
H43 2.35 -6.99 2.73
H44 2.12 -5.32 3.27
H45 3.74 -5.93 2.97
H46 0.78 -6.64 0.84
H47 0.97 -5.30 -0.30
H48 0.48 -4.99 1.38
H49 3.00 -7.48 0.34
H50 4.45 -6.49 0.55
H51 3.34 -6.15 -0.78
H52 5.13 -4.66 1.62
H53 6.10 -2.44 1.34
H54 1.29 -3.19 0.38
H55 4.28 2.79 -0.63
H56 3.46 4.34 -2.38
H57 1.31 3.86 -3.52
H58 -0.12 2.04 -2.78

## Properties
- 2S+1: 1
- Max |F|: 0.010 hartree/bohr
- Kohn-Sham gap (spin up / spin down): 6.523 / 6.592 eV